{"formula": "C42H111N7O17", "method": "ωB97M-V with the def2-TZVPD basis set", "elements": ["C", "O", "C", "C", "N", "C", "C", "O", "C", "H", "H", "H", "H", "H", "H", "H", "H", "H", "H", "H", "H", "H", "H", "H", "C", "O", "C", "C", "N", "C", "C", "O", "C", "H", "H", "H", "H", "H", "H", "H", "H", "H", "H", "H", "H", "H", "H", "H", "C", "O", "C", "C", "N", "C", "C", "O", "C", "H", "H", "H", "H", "H", "H", "H", "H", "H", "H", "H", "H", "H", "H", "H", "C", "O", "C", "C", "N", "C", "C", "O", "C", "H", "H", "H", "H", "H", "H", "H", "H", "H", "H", "H", "H", "H", "H", "H", "C", "O", "C", "C", "N", "C", "C", "O", "C", "H", "H", "H", "H", "H", "H", "H", "H", "H", "H", "H", "H", "H", "H", "H", "C", "O", "C", "C", "N", "C", "C", "O", "C", "H", "H", "H", "H", "H", "H", "H", "H", "H", "H", "H", "H", "H", "H", "H", "C", "O", "C", "C", "N", "C", "C", "O", "C", "H", "H", "H", "H", "H", "H", "H", "H", "H", "H", "H", "H", "H", "H", "H", "O", "H", "H", "O", "H", "H", "O", "H", "H"], "coordinates": [[7.500, -6.054, 0.566], [6.126, -6.091, 0.263], [5.575, -4.773, 0.231], [4.101, -4.952, 0.005], [3.371, -3.689, -0.129], [1.958, -3.972, -0.423], [1.194, -2.650, -0.404], [1.134, -2.203, 0.936], [0.247, -1.108, 1.103], [7.631, -5.679, 1.594], [8.038, -5.376, -0.104], [7.917, -7.059, 0.603], [6.025, -4.197, -0.580], [5.769, -4.319, 1.210], [3.646, -5.536, 0.824], [3.963, -5.654, -0.825], [3.374, -3.303, 0.814], [1.445, -4.608, 0.309], [1.942, -4.363, -1.442], [0.210, -2.760, -0.881], [1.727, -1.891, -0.996], [-0.670, -1.178, 0.496], [0.674, -0.161, 0.763], [-0.118, -1.147, 2.127], [7.264, -1.238, -2.686], [6.322, -1.132, -1.655], [6.841, -1.487, -0.394], [5.790, -1.322, 0.681], [5.670, 0.119, 1.017], [4.534, 0.354, 1.943], [3.186, 0.582, 1.259], [3.361, 1.482, 0.204], [2.143, 1.666, -0.503], [8.234, -0.816, -2.396], [6.974, -0.678, -3.575], [7.410, -2.284, -2.975], [7.725, -0.882, -0.162], [7.211, -2.520, -0.375], [6.134, -1.916, 1.531], [4.838, -1.717, 0.314], [5.323, 0.445, 0.111], [4.811, 1.321, 2.376], [4.509, -0.408, 2.720], [2.539, 1.026, 2.022], [2.790, -0.412, 1.011], [2.295, 2.358, -1.328], [1.328, 2.024, 0.123], [1.938, 0.699, -0.973], [1.722, 4.758, -5.459], [0.663, 4.798, -4.518], [0.752, 3.766, -3.562], [-0.331, 3.975, -2.529], [-0.133, 5.156, -1.662], [1.061, 5.020, -0.845], [1.154, 6.129, 0.230], [2.130, 5.966, 1.233], [2.059, 4.780, 2.000], [1.519, 5.556, -6.173], [1.697, 3.796, -5.975], [2.693, 4.996, -5.017], [1.740, 3.729, -3.101], [0.519, 2.767, -3.953], [-0.484, 3.077, -1.915], [-1.279, 4.101, -3.058], [-0.950, 5.211, -1.062], [1.927, 5.094, -1.504], [1.100, 4.081, -0.292], [0.151, 6.193, 0.674], [1.365, 7.100, -0.217], [1.116, 4.707, 2.552], [2.829, 4.912, 2.763], [2.212, 3.869, 1.420], [-5.769, 2.314, 4.177], [-5.483, 1.494, 3.048], [-4.290, 1.853, 2.388], [-4.154, 1.126, 1.054], [-3.435, -0.155, 1.052], [-4.003, -1.119, 2.011], [-2.975, -2.240, 2.189], [-3.502, -3.199, 3.092], [-2.621, -4.272, 3.334], [-5.581, 3.366, 3.934], [-5.196, 2.040, 5.064], [-6.848, 2.191, 4.266], [-3.400, 1.685, 3.003], [-4.343, 2.906, 2.081], [-3.506, 1.759, 0.433], [-5.117, 1.158, 0.526], [-3.491, -0.574, 0.126], [-4.827, -1.589, 1.462], [-4.213, -0.691, 2.984], [-2.057, -1.831, 2.626], [-2.850, -2.727, 1.216], [-2.897, -4.792, 4.250], [-1.626, -3.828, 3.459], [-2.664, -4.981, 2.496], [-0.765, 1.156, 3.584], [-0.271, -0.137, 3.906], [1.075, -0.045, 4.395], [1.286, -1.137, 5.434], [1.256, -2.458, 4.808], [2.032, -3.457, 5.513], [1.806, -4.845, 4.924], [0.443, -5.041, 4.640], [0.171, -6.165, 3.867], [-1.236, 1.630, 4.443], [-1.474, 1.110, 2.755], [0.004, 1.762, 3.094], [1.216, 0.950, 4.820], [1.722, -0.239, 3.538], [0.431, -1.082, 6.124], [2.164, -1.001, 6.067], [0.288, -2.728, 4.705], [1.826, -3.523, 6.592], [3.094, -3.209, 5.461], [2.082, -5.607, 5.665], [2.432, -4.986, 4.035], [-0.839, -6.174, 3.462], [0.319, -7.108, 4.408], [0.815, -6.212, 2.977], [-3.191, 2.380, -2.531], [-4.418, 1.771, -2.159], [-5.484, 2.656, -2.398], [-5.597, 3.769, -1.349], [-4.517, 4.765, -1.392], [-4.728, 5.715, -2.485], [-3.460, 6.539, -2.681], [-3.121, 7.220, -1.501], [-1.966, 8.014, -1.615], [-2.392, 1.644, -2.626], [-2.912, 3.169, -1.835], [-3.266, 2.859, -3.514], [-6.380, 2.035, -2.313], [-5.571, 3.108, -3.392], [-5.577, 3.239, -0.390], [-6.581, 4.261, -1.362], [-4.675, 5.314, -0.550], [-5.613, 6.361, -2.398], [-4.909, 5.194, -3.428], [-3.597, 7.259, -3.499], [-2.644, 5.870, -2.986], [-1.932, 8.807, -0.869], [-1.833, 8.504, -2.584], [-1.100, 7.366, -1.440], [-4.669, -2.982, -1.499], [-3.693, -1.991, -1.172], [-3.443, -1.069, -2.214], [-2.890, -1.690, -3.501], [-1.589, -2.364, -3.375], [-1.217, -2.896, -4.678], [-0.147, -3.967, -4.591], [-0.683, -4.983, -3.787], [0.176, -6.066, -3.469], [-5.582, -2.452, -1.782], [-4.879, -3.489, -0.558], [-4.352, -3.703, -2.250], [-2.843, -0.284, -1.758], [-4.358, -0.557, -2.527], [-2.817, -0.869, -4.220], [-3.642, -2.349, -3.949], [-1.668, -3.186, -2.782], [-1.050, -2.150, -5.455], [-2.037, -3.507, -5.098], [0.810, -3.619, -4.168], [0.178, -4.283, -5.592], [0.623, -6.451, -4.389], [-0.465, -6.815, -3.014], [0.965, -5.772, -2.773], [-0.959, 1.068, 0.295], [-1.725, 0.561, 0.638], [-0.809, 0.711, -0.598], [-0.860, 3.792, 1.369], [-1.462, 4.424, 0.961], [-1.027, 2.951, 0.900], [-0.311, -0.142, -2.245], [-0.845, -0.913, -2.565], [0.521, -0.198, -2.724]], "lumo_ev": 0.4, "smiles": "COCCNCCOC.COCCNCCOC.COCCNCCOC.COCCNCCOC.COCCNCCOC.COCCNCCOC.COCCNCCOC.O.O.O", "total_charge": 0, "e_homo_ev": -8.45, "multiplicity": 1, "de_lowest_kcal_mol": 13.3}